{"formula": "C26H100N32O29", "method": "ωB97M-V/def2-TZVPD", "elements": ["H", "H", "N", "C", "H", "H", "H", "H", "O", "H", "N", "C", "C", "H", "H", "H", "C", "H", "O", "C", "H", "C", "H", "H", "N", "H", "N", "N", "N", "H", "H", "H", "C", "C", "H", "O", "O", "H", "H", "H", "H", "H", "O", "H", "H", "H", "O", "C", "H", "C", "O", "H", "H", "H", "O", "N", "N", "H", "H", "H", "H", "H", "H", "O", "H", "C", "C", "H", "N", "H", "N", "N", "H", "C", "N", "H", "H", "H", "C", "H", "N", "N", "O", "H", "H", "O", "H", "H", "O", "H", "N", "H", "H", "N", "N", "H", "O", "H", "H", "H", "H", "C", "O", "N", "O", "H", "H", "H", "H", "H", "H", "H", "N", "H", "N", "H", "H", "H", "N", "H", "H", "H", "H", "O", "H", "C", "O", "H", "O", "O", "H", "H", "H", "H", "O", "H", "H", "N", "H", "H", "N", "H", "O", "H", "O", "O", "H", "C", "H", "H", "N", "N", "H", "C", "N", "O", "O", "O", "O", "C", "O", "H", "N", "N", "H", "H", "H", "H", "O", "C", "H", "C", "H", "C", "C", "H", "H", "H", "H", "H", "C", "N", "N", "N", "N", "C", "C"], "xyz": [[0.946201, 0.655266, -2.742380], [-0.972949, 0.335344, -7.906141], [3.837045, -1.078401, 4.389478], [0.501689, 6.546930, 1.628036], [-4.251140, 1.851626, 6.366518], [5.908461, 2.084378, 2.368359], [0.652702, 0.135370, -8.474774], [-4.233720, 4.618114, -5.548936], [1.920194, -0.227345, -4.277645], [-6.102538, -1.720252, 2.383355], [-1.072894, 2.980483, -1.140224], [2.867456, -5.604316, 2.816457], [0.133591, -1.202041, -7.058141], [-0.218424, -2.892173, 5.578211], [1.551569, -0.732514, -5.006021], [0.033303, 6.421973, 3.618123], [0.233292, -1.430878, 4.323336], [1.226030, -2.579369, 0.255227], [3.180525, 2.295136, -0.433078], [-0.013586, -4.480735, -4.170221], [-1.448002, 5.136576, -1.796745], [-3.289445, 3.586748, 2.214905], [-2.614738, 3.478311, -6.328493], [-0.862933, 1.992551, -1.135675], [-4.031980, 4.314167, -4.607113], [-1.485851, -3.261271, -3.494058], [0.387199, -7.537983, -0.354406], [2.125519, 2.223753, 4.215442], [-5.060471, -2.155643, -1.305780], [-2.285727, -2.606441, 1.799328], [-1.558164, -4.174282, 2.463508], [-3.071905, 3.394185, 0.212917], [-0.116070, 3.853123, -1.092454], [3.974277, 3.048159, -1.302983], [3.232475, 4.936544, -0.444598], [0.975370, 2.305854, -5.477188], [7.417676, 0.934277, 3.143689], [-2.474418, 0.500986, -3.645024], [0.767559, -2.956808, -3.013849], [4.632413, -2.388416, 2.839575], [1.324288, -5.488944, 4.058852], [2.357320, 2.780444, -0.341343], [0.218987, -5.405032, -4.982147], [-2.805633, 5.374201, 2.732945], [-7.258115, 1.413714, 0.426189], [-5.648653, -1.013958, 0.807870], [-3.552642, -0.200226, 1.388388], [-4.323267, -0.764131, 2.149453], [4.952870, 2.583678, -1.424289], [-3.835227, -0.366812, -5.114693], [-3.395708, 3.089269, 3.300324], [0.350540, -8.437386, 0.103674], [-1.718483, -1.410883, -4.666727], [-3.173917, -0.384620, 7.106603], [-3.027245, 0.175278, -6.148794], [-2.385769, 3.090292, -5.424549], [-0.127289, -1.887252, 5.534291], [-3.491465, -0.567951, 3.913462], [-3.065892, 5.147094, 0.976741], [2.609055, -0.384655, -2.331081], [-3.220447, 0.903197, 8.225573], [1.247758, -5.465739, -0.997525], [-3.525242, 1.946413, 1.090246], [-3.027294, 2.882153, -3.222230], [1.500402, 1.713936, -6.020856], [0.908000, 0.704470, -3.830599], [6.558270, 0.531288, 0.950808], [1.366831, 2.268597, 3.550249], [1.124321, 5.395260, 1.804626], [-3.116667, 1.532598, 4.241454], [-6.426437, -1.438603, -2.767933], [3.345658, -2.418776, -2.124670], [-0.360761, 3.813954, 2.801846], [3.304278, 2.762843, 3.836479], [1.682590, -5.193579, 3.161929], [4.421332, 3.837011, 1.020364], [4.261469, -5.115462, 1.635385], [1.200290, 4.867071, 2.662145], [-3.127538, 3.406264, -4.350101], [-0.458240, 0.272632, 5.028578], [-1.241768, -4.206454, -3.753218], [-0.103368, -0.177858, -7.882863], [0.244266, -1.514164, -1.051113], [5.039540, 3.212079, 4.639567], [7.497783, 0.045368, 0.687527], [0.643570, -2.042620, 3.369592], [-1.826070, 2.267369, -5.252424], [-5.005619, -1.427304, 3.827532], [-3.060184, 0.901180, 4.962373], [-5.209451, -2.988639, -1.857166], [0.867683, -3.668281, -3.723705], [3.858019, 2.600540, 5.808156], [4.537665, -3.857504, 3.789946], [-3.366003, 2.943525, 1.067620], [3.450417, -0.259032, -1.786636], [-0.686657, 7.727534, 2.706491], [4.939556, 4.396732, 0.437485], [2.491077, -2.147535, -2.589662], [3.489134, -0.369019, 5.018646], [-1.930493, 3.008844, -1.672978], [-0.528096, 0.474827, 1.201115], [6.814008, 1.588270, 2.019126], [0.937682, 3.711319, -0.544707], [-5.467726, -1.216334, 1.780709], [-1.299224, 0.511551, 7.427435], [-3.871548, -0.568240, -3.022592], [0.760860, -0.665379, 1.163276], [0.727032, -2.845841, 1.659470], [-4.634982, 4.393507, -3.800767], [-2.215582, 0.071752, -0.037060], [3.868702, -0.852598, 3.405559], [-0.055474, -6.755227, 0.105412], [-0.119265, -0.348396, 0.782491], [1.263421, 4.813637, 0.990709], [-2.446446, -3.564138, -0.340717], [-0.517060, -1.258801, 6.222198], [2.353924, 2.349007, -4.150579], [1.780445, -3.983862, -4.019299], [-2.962885, 4.797615, 1.918740], [1.872858, -5.879325, -2.539021], [-2.145074, -3.959605, -1.219855], [-0.293249, 3.203927, 1.417938], [6.901009, 0.131185, 3.242126], [3.485087, 3.190074, 2.732501], [-2.640270, 2.405228, 6.281453], [4.177630, 4.485049, -0.746189], [3.953829, -2.672318, 5.953224], [-2.379334, -0.423433, -6.527428], [4.920488, -1.698789, -0.702256], [-0.082555, 3.026229, 2.334589], [0.230918, 5.639797, -1.814592], [1.715381, -2.352867, -6.718491], [2.026304, 1.756950, 5.105588], [4.642691, 5.178189, -1.447161], [-2.168483, -1.401653, -3.818773], [2.769498, -4.230966, 1.299640], [1.205769, -4.481550, 2.627366], [1.398454, -1.525819, -7.203934], [0.080790, 0.203124, 3.359808], [7.483576, 2.383313, 1.690979], [3.277470, -4.951140, 1.793002], [-1.885344, -0.592918, -1.720342], [1.269720, -8.332259, -2.247523], [-6.761867, -0.655230, -3.310068], [3.519289, -6.423101, 3.487253], [-6.620450, 1.693307, 1.083027], [-5.769665, 1.540105, 0.672021], [-0.472946, -0.746436, -0.400556], [6.242513, 0.942953, -0.007800], [5.369561, -1.040339, 0.787277], [-0.467143, 4.920559, -1.690170], [-1.644636, -0.291128, -0.787027], [3.348647, -3.389144, -1.844507], [-5.860767, -1.153272, -1.638715], [-0.119207, 6.892583, 2.737571], [-0.749467, -1.703713, -6.427001], [0.389229, 7.144188, 0.575291], [1.355774, -3.156317, 1.007918], [-5.926085, -0.083299, -1.122265], [3.952766, -1.451177, -1.425378], [5.504323, -0.350955, 1.441649], [-1.044590, 1.155225, 8.092592], [-4.155774, -1.112211, 3.381889], [-1.889257, -3.534341, 1.755726], [-4.511080, -2.112184, -0.459387], [2.016130, -0.870001, -7.660532], [-0.134403, 0.431673, -3.995104], [0.795183, 2.834311, -3.448421], [-1.412355, -5.277815, 0.515913], [1.282613, 2.148242, -4.141108], [-4.740450, 0.237118, -5.051724], [4.231771, -2.219316, 4.813361], [-6.435669, -2.384011, -3.123195], [-3.090353, -0.390696, -3.761723], [-2.722948, 0.586910, 7.308756], [3.799342, 0.604495, -1.395902], [3.482589, 3.129356, -2.272392], [-2.241345, -2.584230, -0.207170], [-1.951411, -4.879503, -4.005203], [-4.345890, -1.318404, -5.262332], [-3.232825, 1.492603, 6.217362], [0.055772, -0.187477, 4.290882], [1.312449, -6.145259, -1.741955], [4.138021, 2.814526, 4.861630], [4.627811, -2.852965, 3.736395], [-1.990923, -4.197571, 0.633087], [1.031763, -7.404549, -1.479776]], "forces_ev_per_a": [[0.1, -0.3, 0.5], [0.2, -0.2, 0.1], [-1.8, 6.7, -0.2], [-0.2, -0.6, -0.8], [-0.3, -0.5, 0.2], [-0.4, -0.1, -0.4], [-0.6, 0.2, 0.0], [-0.3, 0.1, 0.6], [-1.1, 0.5, -0.4], [0.1, 0.3, -0.6], [-3.0, -5.3, 0.9], [0.7, -2.0, 3.1], [-0.7, 1.7, -2.2], [0.1, 0.3, 0.7], [0.0, -0.2, -0.1], [0.0, 0.3, -0.3], [-0.3, -3.1, 1.6], [-0.2, 0.2, -0.8], [0.7, -0.6, 0.3], [-2.4, -3.7, -3.1], [0.4, 0.1, -0.4], [0.2, -1.9, -1.8], [0.4, -0.6, 0.2], [0.6, -0.1, 0.8], [-1.9, 1.7, 0.7], [-0.3, -0.2, 0.0], [-1.7, -0.9, 3.5], [-1.5, -0.5, 0.0], [1.1, -1.4, 1.5], [0.1, -0.2, 1.1], [-0.1, 1.0, 0.7], [-0.1, -0.6, 0.3], [-0.5, -0.5, -0.1], [-0.1, 1.8, -0.3], [-0.5, -0.1, -0.5], [-1.7, 1.7, -2.3], [0.1, 0.4, -0.2], [-1.0, 0.8, 0.4], [-0.4, -0.4, 0.1], [0.1, -0.5, 0.3], [0.0, 0.1, -0.4], [-0.5, 0.0, 0.1], [0.2, 1.1, 1.3], [0.0, 0.7, -0.6], [0.0, -0.1, -0.2], [-1.0, 0.0, 0.2], [1.5, 1.1, -0.8], [0.1, -0.3, -0.1], [0.0, -0.1, 0.1], [-0.4, 0.9, 0.9], [-0.3, -0.7, 2.6], [-0.1, 0.2, -0.4], [0.3, 0.0, -0.5], [0.6, -0.5, 0.0], [-0.5, 0.2, -0.1], [0.8, -0.6, 0.8], [0.0, -2.5, 0.6], [-0.1, -0.2, 0.6], [0.1, 0.4, 0.7], [0.3, 1.2, 0.2], [0.4, 0.1, 0.3], [0.0, -0.1, -0.1], [0.0, -0.1, -0.2], [0.3, 0.3, -0.6], [0.2, 0.0, 0.3], [1.4, 0.4, 2.8], [-1.1, 0.3, -0.1], [0.1, -0.3, 0.1], [1.9, -2.3, -0.9], [-0.2, 0.9, -0.3], [-2.9, -0.1, -4.0], [-1.6, -2.1, -1.1], [-0.4, 0.1, 0.0], [-1.8, -0.4, 1.0], [-4.2, 0.3, 1.9], [0.0, -0.2, 0.6], [-0.2, 0.2, -0.6], [0.1, 0.6, -0.1], [1.1, -1.5, 0.0], [0.0, 0.3, -0.4], [-2.5, -0.1, 0.9], [-0.7, 2.4, -1.5], [0.1, -0.5, -0.9], [0.0, -0.2, 0.5], [0.1, -0.6, 0.5], [0.6, -2.0, -1.4], [0.2, 0.2, -1.0], [0.7, 0.2, 0.6], [0.4, -1.1, 0.1], [0.9, -0.2, 0.9], [4.8, 2.4, 0.7], [0.4, 0.1, -0.4], [0.3, 0.0, -0.4], [-1.0, -3.1, -2.2], [0.3, -0.1, 0.5], [0.3, -0.1, 0.3], [0.6, 0.3, -0.3], [0.2, -0.2, 0.0], [0.2, -0.3, -0.1], [0.2, 1.0, -0.8], [0.0, -0.2, 0.0], [0.1, -0.5, 0.3], [3.0, -0.9, 1.4], [-3.7, -1.0, -3.7], [-0.7, -0.1, -0.3], [0.6, 0.1, 0.5], [0.0, 0.1, 0.0], [-0.2, 0.3, 0.6], [-0.6, 0.7, -0.6], [-0.9, -0.1, -0.6], [0.0, 0.4, 0.4], [0.1, -0.1, 0.1], [1.3, 1.3, 3.4], [0.5, 0.2, -0.1], [-3.0, 3.9, -5.9], [0.0, -0.5, 0.0], [0.3, -0.4, 1.3], [0.3, 0.6, 0.3], [1.1, 5.0, 1.4], [-0.3, -0.5, 0.1], [0.0, 0.2, -0.3], [0.1, 0.1, -0.4], [-0.1, -0.3, 0.3], [0.7, 0.8, -1.9], [0.2, 0.3, -0.1], [0.0, -0.8, 0.5], [1.4, 0.5, -1.5], [0.0, -0.9, 0.4], [-0.4, 0.2, -0.1], [-0.2, -0.9, 0.5], [-0.4, 0.3, 0.4], [0.4, 0.1, -0.2], [-0.2, 0.1, -0.4], [0.3, -0.2, -0.1], [1.1, -2.3, 1.1], [0.0, 0.0, 0.3], [0.1, -0.3, 0.5], [2.4, -1.9, 1.3], [0.0, 0.5, 0.5], [0.2, -0.2, -0.2], [3.9, 0.9, -4.0], [-0.7, 0.2, 0.2], [0.5, -0.1, 0.0], [-0.4, -0.5, 0.0], [0.0, 0.4, -0.7], [-0.2, 0.3, 0.5], [0.2, -0.1, -0.3], [1.5, -1.3, -1.1], [-0.3, 0.5, 0.0], [-0.1, -0.2, -0.8], [-0.6, 5.4, -2.5], [-1.0, 0.5, -1.3], [0.4, 0.3, 0.3], [1.7, -0.9, 0.0], [-2.1, 2.1, 2.7], [-1.4, -1.4, 2.2], [0.0, 0.4, -0.8], [0.2, -0.2, -0.4], [-0.2, 2.8, 2.0], [1.5, 0.2, 0.2], [1.4, 1.1, 0.9], [0.2, 0.0, 0.0], [2.2, -0.2, 3.9], [-0.3, 0.6, 2.2], [-0.1, -0.6, -0.2], [0.2, -0.7, 0.3], [0.1, 0.0, -1.0], [-0.4, 0.2, -0.6], [-0.6, -1.3, 0.1], [0.8, -1.8, -0.5], [0.3, 0.9, 0.1], [-2.4, -2.6, 3.0], [-0.2, 0.6, -0.3], [-1.1, 0.9, -2.2], [-1.3, -0.2, 0.0], [-0.6, -0.1, 0.1], [0.0, -0.1, -0.4], [-0.4, 0.3, -0.9], [0.1, 0.4, -0.1], [0.9, -0.7, -0.6], [0.8, 1.2, -0.1], [-0.7, 7.1, -1.3], [1.1, 3.6, -0.9], [2.5, 0.5, 0.9], [2.1, -4.0, -1.4], [4.6, -4.5, 3.0], [0.3, -2.2, -2.2]], "mulliken_charge": [-0.870, 0.127, 0.141, 0.617, 0.494, -0.293, 0.144, 0.176, -0.700, 0.167, 1.428, 0.334, 0.859, 0.232, 0.157, 0.181, 0.262, -0.728, 1.323, 0.140, 0.125, 0.487, 0.194, -1.065, -0.474, -0.095, -0.244, -0.058, -0.115, -0.041, 0.207, 0.043, -0.662, -0.014, -0.187, -0.648, -0.634, 0.201, -0.630, 0.206, 0.175, -0.183, -0.769, 0.261, 0.323, -0.105, -0.643, 0.364, 0.396, -1.073, -0.772, 0.210, 0.197, 0.256, -0.576, -0.142, -0.358, 0.220, 0.133, -0.472, 0.465, -0.093, -0.346, -0.609, 0.341, 2.509, -0.259, -0.199, 0.005, 0.363, -0.368, -0.157, 0.000, 0.496, -0.148, 0.354, 0.204, 0.103, 0.588, 0.062, 0.057, -0.394, 0.210, 0.280, 0.327, -0.344, -0.197, 0.190, -0.319, 0.146, 0.567, 0.158, 0.186, 0.062, 0.243, 0.233, -0.585, -0.312, -0.031, 0.303, -0.371, 0.069, -1.224, -0.337, -0.536, -0.788, -0.188, -0.197, 0.266, -1.011, -0.218, 0.222, 0.808, -0.053, 0.241, 0.063, 0.239, 0.296, -0.290, 0.146, 0.245, -0.399, 0.351, -0.623, 0.222, -0.169, -0.786, 0.345, -0.897, 0.689, 0.349, 0.257, 0.166, 0.546, -0.201, 0.110, -0.051, -0.473, -0.615, 0.411, -0.172, -0.700, -0.732, 0.259, -0.770, -0.585, 0.272, 0.298, 0.094, 0.256, -0.088, 1.974, 0.309, 0.476, -0.370, -0.735, -0.663, 2.065, -0.576, 0.435, -0.167, 0.303, -0.126, -0.068, -0.131, 0.174, -0.428, -0.019, -0.837, -0.295, 0.436, 0.741, 0.151, 1.071, -0.698, 0.198, -0.421, -0.519, 0.203, 0.320, -0.378, 0.458, -0.065, -0.401, -0.366, 0.305, 0.577], "largest_force_ev_per_a": 7.70, "homo_ha": -0.3038, "spin_multiplicity": 1}